No. 1
Molecular formula: S2
Method: DFT, ωB97M-V/def2-TZVPD

Output
Energy relative to the best compared isomer or geometry (same formula, charge and spin), eV: 6.243
Orbital gap, eV: 4.69
Charge: 0
E_HOMO, eV: -9.71

Each line ends with the natural charge from an NBO analysis.
Element x y z (Å)
S (0.00, 0.00, 1.60)  0.0000
S (0.00, 0.00, -1.60)  0.0000

***

No. 2
Molecular formula: S2
Method: DFT, ωB97M-V/def2-TZVPD

Output
Energy relative to the best compared isomer or geometry (same formula, charge and spin), eV: 6.075
Orbital gap, eV: 4.77
Charge: 0
E_HOMO, eV: -9.75

Each line ends with the natural charge from an NBO analysis.
Element x y z (Å)
S (0.00, 0.00, 1.58)  0.0000
S (0.00, 0.00, -1.58)  0.0000

***

No. 3
Molecular formula: S2
Method: DFT, ωB97M-V/def2-TZVPD

Output
Energy relative to the best compared isomer or geometry (same formula, charge and spin), eV: 4.341
Orbital gap, eV: 5.41
Charge: 0
E_HOMO, eV: -9.94

Each line ends with the natural charge from an NBO analysis.
Element x y z (Å)
S (-0.74, -0.89, 0.76)  0.0000
S (0.74, 0.89, -0.76)  0.0000

***

Quick rundown of total energy, same order as above: -796.09152; -796.09772; -796.16145 Eh